(1)
Computed, not measured: an isolated molecule of C4H6N2O2 in a non-equilibrium geometry, with the ωB97M-V functional and the def2-TZVPD basis.

Values from the calculation:
HOMO level = -8.7 eV
gap between HOMO and LUMO = 8.966 eV
spin multiplicity = 1
SMILES string = O=c1cc(CO)[nH][nH]1
total charge = 0
lowest unoccupied orbital energy = 0.009 Ha

Cartesian coordinates (Å):
O1 3.374 -0.201 -0.067
C1 2.174 -0.063 0.062
C2 1.080 -1.004 0.290
C3 -0.123 -0.360 -0.130
C4 -1.731 -0.656 -0.455
O2 -2.349 0.460 0.285
N1 0.052 1.048 -0.146
N2 1.453 1.166 -0.158
H1 1.566 -2.015 0.033
H2 -2.422 -0.704 -1.386
H3 -2.138 -1.574 0.264
H4 -2.339 0.253 1.454
H5 -0.334 1.821 -0.668
H6 1.736 1.830 0.623

***

(2)
Computed, not measured: an isolated molecule of C4H10O2, with the ωB97M-V functional and the def2-TZVPD basis.

Values from the calculation:
HOMO level = -9.9 eV
gap between HOMO and LUMO = 10.868 eV
spin multiplicity = 1
SMILES string = C[C@@H](O)CCO
total charge = 0
lowest unoccupied orbital energy = 0.035 Ha

Cartesian coordinates (Å):
C1 -1.966 0.153 0.377
C2 -0.467 0.223 0.642
O1 -0.040 -0.977 1.308
C3 0.292 0.565 -0.661
C4 1.757 0.125 -0.727
O2 1.938 -1.233 -0.392
H1 -2.481 -0.272 1.244
H2 -2.380 1.143 0.166
H3 -2.166 -0.484 -0.495
H4 -0.251 0.993 1.389
H5 -0.333 -1.741 0.790
H6 0.245 1.657 -0.787
H7 -0.242 0.138 -1.520
H8 2.382 0.775 -0.094
H9 2.115 0.237 -1.756
H10 1.598 -1.303 0.515

***

(3)
Computed, not measured: a cluster of 8 separate species, C34H64Cl14N3O5 in total in a non-equilibrium geometry, with the ωB97M-V functional and the def2-TZVPD basis.

Values from the calculation:
HOMO level = -11.4 eV
gap between HOMO and LUMO = 9.174 eV
spin multiplicity = 1
total charge = +1
lowest unoccupied orbital energy = -0.082 Ha

Cartesian coordinates (Å):
C1 -1.915 2.180 4.209
C2 -3.410 2.086 3.641
O1 -3.322 2.254 2.217
C3 -4.342 1.500 1.548
C4 -3.933 -0.035 1.488
O2 -2.489 -0.055 1.546
C5 -2.029 -1.381 1.247
C6 -0.673 -1.200 0.497
C7 -0.657 -0.469 -0.748
N1 0.711 -0.479 -1.126
C8 1.194 0.162 -2.362
C9 0.731 -0.755 -3.591
N2 -0.524 -0.241 -4.224
C10 1.423 -1.150 -0.181
C11 2.965 -1.397 -0.118
C12 3.421 -0.345 1.109
C13 2.697 1.105 1.039
O3 4.187 0.831 0.683
N3 0.628 -1.633 0.847
C14 1.002 -2.407 2.058
C15 0.170 -3.758 2.145
C16 0.999 -5.055 1.738
C17 1.032 -6.155 2.902
C18 -0.200 -7.132 2.842
O4 -0.265 -7.866 4.098
C19 0.556 -8.977 4.083
C20 0.359 -10.063 5.213
O5 1.452 -9.173 3.287
H1 -1.814 2.973 5.000
H2 -1.251 2.510 3.356
H3 -1.557 1.172 4.553
H4 -3.834 1.097 3.958
H5 -3.984 2.932 4.118
H6 -4.350 1.862 0.470
H7 -5.353 1.586 2.037
H8 -4.340 -0.489 0.537
H9 -4.380 -0.650 2.333
H10 -1.856 -1.896 2.242
H11 -2.756 -1.976 0.637
H12 -1.458 0.041 -1.323
H13 0.757 1.203 -2.440
H14 2.313 0.244 -2.424
H15 1.541 -0.916 -4.346
H16 0.480 -1.762 -3.137
H17 -0.693 -0.788 -5.079
H18 -1.293 -0.523 -3.599
H19 3.239 -2.420 0.237
H20 3.511 -1.049 -1.028
H21 3.610 -0.793 2.156
H22 2.407 1.444 0.019
H23 2.556 1.658 1.995
H24 0.660 -1.779 2.935
H25 2.105 -2.580 2.146
H26 -0.099 -3.880 3.237
H27 -0.788 -3.728 1.568
H28 0.429 -5.538 0.886
H29 2.023 -4.832 1.334
H30 1.042 -5.619 3.886
H31 1.952 -6.767 2.711
H32 -0.171 -7.833 1.959
H33 -1.190 -6.588 2.774
H34 1.061 -10.917 5.006
H35 -0.686 -10.472 5.238
H36 0.610 -9.670 6.232
Cl1 -5.648 3.752 -0.621
C21 -4.438 4.694 -1.535
C22 -3.577 3.811 -2.413
Cl2 -2.485 2.768 -1.455
H37 -3.838 5.258 -0.820
H38 -4.989 5.406 -2.150
H39 -2.945 4.428 -3.051
H40 -4.181 3.170 -3.050
Cl3 7.352 -1.475 -1.044
C23 7.226 -0.695 0.555
C24 8.393 -1.035 1.451
Cl4 8.376 -2.745 1.955
H41 6.278 -0.994 1.001
H42 7.194 0.380 0.379
H43 8.346 -0.436 2.362
H44 9.346 -0.836 0.962
Cl5 -2.513 7.191 -3.035
C25 -1.004 7.340 -2.096
C26 -1.106 6.673 -0.742
Cl6 -2.219 7.535 0.349
H45 -0.766 8.399 -2.007
H46 -0.218 6.863 -2.683
H47 -0.128 6.670 -0.259
H48 -1.448 5.641 -0.827
Cl7 -3.397 -3.381 -5.004
C27 -2.381 -4.009 -3.684
C28 -3.055 -3.882 -2.336
Cl8 -3.202 -2.181 -1.818
H49 -1.429 -3.477 -3.708
H50 -2.190 -5.060 -3.904
H51 -2.462 -4.395 -1.577
H52 -4.052 -4.320 -2.342
Cl9 -7.105 0.619 -1.491
C29 -8.154 1.542 -2.599
C30 -7.697 1.452 -4.039
Cl10 -6.163 2.309 -4.321
H53 -8.185 2.574 -2.250
H54 -9.156 1.121 -2.507
H55 -8.439 1.914 -4.690
H56 -7.565 0.417 -4.353
Cl11 3.197 5.914 -2.061
C31 3.314 4.155 -2.319
C32 2.505 3.692 -3.510
Cl12 0.754 3.824 -3.218
H57 2.997 3.656 -1.403
H58 4.370 3.932 -2.480
H59 2.713 2.640 -3.712
H60 2.745 4.264 -4.406
Cl13 8.155 6.308 0.503
C33 6.590 5.489 0.280
C34 6.374 4.380 1.284
Cl14 7.458 2.993 1.012
H61 6.546 5.119 -0.745
H62 5.816 6.248 0.401
H63 5.354 3.999 1.199
H64 6.523 4.730 2.305

***

(4)
Computed, not measured: a structure of composition C29H32ClN4SiTl in a non-equilibrium geometry, with the ωB97M-V functional and the def2-TZVPD basis.

Values from the calculation:
HOMO level = 0.2 eV
gap between HOMO and LUMO = 4.229 eV
spin multiplicity = 1
total charge = -2
lowest unoccupied orbital energy = 0.164 Ha

Cartesian coordinates (Å):
Tl1 0.201 -0.747 -0.030
C1 0.019 -0.106 3.638
N1 -0.487 -0.903 2.550
C2 -1.184 -1.946 2.813
C3 -1.711 -2.801 1.821
C4 -2.444 -3.980 2.039
C5 -2.754 -4.479 0.785
C6 -2.198 -3.581 -0.132
N2 -1.573 -2.576 0.477
C7 1.223 -0.737 4.292
C8 1.334 -0.785 5.676
C9 2.427 -1.385 6.282
C10 3.424 -1.947 5.506
C11 3.322 -1.904 4.123
C12 2.232 -1.302 3.519
H1 -0.751 0.072 4.408
H2 0.304 0.862 3.213
H3 -1.419 -2.226 3.854
H4 -2.693 -4.398 3.002
H5 -3.311 -5.374 0.553
H6 -2.240 -3.643 -1.207
H7 0.554 -0.351 6.288
H8 2.493 -1.415 7.363
H9 4.276 -2.422 5.979
H10 4.099 -2.342 3.513
H11 2.149 -1.266 2.442
C13 -3.257 4.518 -1.737
Si1 -3.230 3.610 -0.041
C14 -2.608 4.917 1.230
C15 -5.084 3.327 0.410
C16 -2.236 2.073 -0.077
C17 -1.541 1.061 -0.107
H12 -3.865 5.421 -1.730
H13 -3.647 3.865 -2.514
H14 -2.251 4.800 -2.033
H15 -3.213 5.823 1.235
H16 -1.584 5.207 1.011
H17 -2.618 4.509 2.237
H18 -5.669 4.246 0.414
H19 -5.174 2.879 1.396
H20 -5.551 2.646 -0.296
Cl1 4.514 0.778 -5.682
C18 4.323 0.496 -3.956
C19 4.523 -0.784 -3.443
C20 4.352 -1.014 -2.107
C21 3.947 0.019 -1.192
C22 3.751 -0.206 0.137
C23 3.768 1.317 -1.785
C24 3.941 1.544 -3.119
H21 4.807 -1.589 -4.114
H22 4.507 -2.011 -1.713
H23 3.490 0.591 0.815
H24 3.902 -1.184 0.567
H25 3.448 2.128 -1.144
H26 3.787 2.534 -3.537
N3 -2.422 -1.179 -2.386
C25 -1.446 -0.921 -3.291
C26 -1.698 -0.905 -4.673
C27 -0.644 -0.681 -5.535
C28 0.630 -0.478 -5.018
C29 0.786 -0.529 -3.643
N4 -0.215 -0.752 -2.805
H27 -3.373 -0.970 -2.630
H28 -2.152 -1.031 -1.417
H29 -2.702 -1.072 -5.041
H30 -0.818 -0.665 -6.604
H31 1.474 -0.283 -5.661
H32 1.753 -0.374 -3.185

***

(5)
Computed, not measured: a cluster of 2 separate species, C6H15NO in total in a non-equilibrium geometry, with the ωB97M-V functional and the def2-TZVPD basis.

Values from the calculation:
HOMO level = -9.9 eV
gap between HOMO and LUMO = 10.700 eV
spin multiplicity = 1
SMILES string = CC(N)=O.CC(C)C
total charge = 0
lowest unoccupied orbital energy = 0.030 Ha

Cartesian coordinates (Å):
C1 -2.168 0.925 1.208
C2 -0.778 1.342 1.640
N1 -0.285 0.689 2.739
O1 -0.097 2.124 1.009
H1 -2.020 0.174 0.436
H2 -2.684 1.769 0.778
H3 -2.802 0.604 2.031
H4 0.550 1.089 3.132
H5 -0.785 -0.057 3.190
C3 0.869 0.313 -1.322
C4 0.741 -1.226 -1.174
C5 -0.400 -1.714 -2.059
C6 2.053 -1.883 -1.634
H6 -0.114 0.722 -1.110
H7 1.108 0.514 -2.364
H8 1.675 0.733 -0.727
H9 0.481 -1.410 -0.129
H10 -0.261 -1.453 -3.113
H11 -0.457 -2.807 -1.980
H12 -1.369 -1.287 -1.786
H13 2.023 -2.951 -1.395
H14 2.046 -1.835 -2.725
H15 2.902 -1.438 -1.115

***

(6)
Computed, not measured: the ion C6H11N with charge -1 in a non-equilibrium geometry, with the ωB97M-V functional and the def2-TZVPD basis.

Values from the calculation:
HOMO level (spin up / spin down) = 0.3 / -3.0 eV
gap between HOMO and LUMO (spin up / spin down) = 3.789 / 7.013 eV
spin multiplicity = 2
total charge = -1
lowest unoccupied orbital energy (spin up / spin down) = 0.151 / 0.147 Ha
expectation value of S² = 0.765

Cartesian coordinates (Å):
C1 1.481 0.738 -2.139
N1 1.565 -0.685 -1.873
C2 1.117 -1.052 -0.483
C3 -2.247 0.604 2.690
C4 -1.817 0.661 1.393
C5 -0.516 0.216 0.956
C6 -0.283 -0.611 -0.135
H1 0.687 1.166 -1.525
H2 1.129 0.928 -3.156
H3 2.372 1.306 -1.860
H4 2.547 -0.936 -1.879
H5 1.729 -0.577 0.302
H6 1.301 -2.134 -0.465
H7 -1.785 -0.031 3.443
H8 -3.148 1.067 3.104
H9 -2.418 1.055 0.579
H10 0.286 0.368 1.688
H11 -0.995 -0.873 -0.909

***

(7)
Computed, not measured: an isolated molecule of C2H5FN2 in a non-equilibrium geometry, with the ωB97M-V functional and the def2-TZVPD basis.

Values from the calculation:
HOMO level = -9.5 eV
gap between HOMO and LUMO = 10.456 eV
spin multiplicity = 1
SMILES string = N/N=C\CF
total charge = 0
lowest unoccupied orbital energy = 0.036 Ha

Cartesian coordinates (Å):
N1 0.914 1.174 -0.353
N2 0.587 0.138 -1.255
C1 -0.216 -0.691 -0.747
C2 -0.492 -0.663 0.739
F1 -1.201 0.485 1.234
H1 1.352 1.863 -0.868
H2 0.140 1.531 0.148
H3 -0.509 -1.500 -1.357
H4 -1.026 -1.568 1.206
H5 0.451 -0.768 1.253

***

(8)
Computed, not measured: an isolated molecule of C5H7NO, with the ωB97M-V functional and the def2-TZVPD basis.

Values from the calculation:
HOMO level = -9.9 eV
gap between HOMO and LUMO = 10.771 eV
spin multiplicity = 1
SMILES string = C#CCCNC=O
total charge = 0
lowest unoccupied orbital energy = 0.033 Ha

Cartesian coordinates (Å):
C1 -1.542 1.352 1.509
C2 -0.453 0.887 1.289
C3 0.874 0.360 0.968
C4 0.833 -0.892 0.065
N1 -0.272 -0.968 -0.866
C5 -0.382 -0.101 -1.910
O1 0.353 0.838 -2.123
H1 -2.497 1.790 1.697
H2 1.399 0.095 1.894
H3 1.444 1.151 0.472
H4 1.757 -0.937 -0.520
H5 0.791 -1.792 0.686
H6 -1.123 -1.407 -0.552
H7 -1.182 -0.372 -2.609

***

(9)
Computed, not measured: an isolated molecule of C3H3ClO in a non-equilibrium geometry, with the ωB97M-V functional and the def2-TZVPD basis.

Values from the calculation:
HOMO level = -10.5 eV
gap between HOMO and LUMO = 11.039 eV
spin multiplicity = 1
SMILES string = C#C[C@H](O)Cl
total charge = 0
lowest unoccupied orbital energy = 0.020 Ha

Cartesian coordinates (Å):
C1 0.834 -0.002 -1.937
C2 0.371 -0.195 -0.886
C3 -0.106 -0.198 0.726
O1 -1.455 0.230 0.753
Cl1 1.040 1.017 1.463
H1 1.152 0.009 -2.985
H2 0.118 -1.094 1.178
H3 -1.953 0.233 1.688

***

(10)
Computed, not measured: a cluster of 5 separate species, C26H20BFNO10 in total in a non-equilibrium geometry, with the ωB97M-V functional and the def2-TZVPD basis.

Values from the calculation:
HOMO level = -5.1 eV
gap between HOMO and LUMO = 5.277 eV
spin multiplicity = 1
total charge = -1
lowest unoccupied orbital energy = 0.007 Ha

Cartesian coordinates (Å):
B1 -2.701 1.627 2.825
C1 -1.642 0.344 2.610
O1 -0.856 0.020 3.645
N1 -1.706 -0.365 1.275
C2 -0.546 -0.022 0.367
O2 0.289 -0.931 -0.180
F1 -0.290 1.411 -0.035
H1 -2.793 1.950 3.955
H2 -3.729 1.250 2.376
H3 -2.248 2.512 2.166
H4 -1.867 -1.392 1.364
C3 -6.450 -3.303 3.313
C4 -5.480 -2.384 3.302
C5 -4.401 -2.422 2.296
O3 -3.511 -1.582 2.286
C6 -4.436 -3.513 1.302
C7 -5.407 -4.432 1.313
C8 -6.486 -4.394 2.319
O4 -7.376 -5.233 2.329
H5 -7.249 -3.290 4.045
H6 -5.440 -1.577 4.024
H7 -3.637 -3.526 0.570
H8 -5.446 -5.239 0.591
C9 4.422 -4.759 1.778
C10 3.956 -4.766 0.526
C11 2.912 -3.818 0.091
O5 2.484 -3.825 -1.055
C12 2.404 -2.860 1.094
C13 2.871 -2.853 2.346
C14 3.915 -3.801 2.781
O6 4.343 -3.794 3.926
H9 5.188 -5.449 2.113
H10 4.319 -5.462 -0.222
H11 1.639 -2.170 0.758
H12 2.508 -2.157 3.093
C15 2.856 5.602 0.700
C16 3.320 6.160 -0.422
C17 2.735 5.836 -1.738
O7 3.161 6.344 -2.766
C18 1.617 4.872 -1.766
C19 1.153 4.314 -0.644
C20 1.738 4.638 0.672
O8 1.312 4.129 1.700
H13 3.274 5.829 1.673
H14 4.139 6.869 -0.419
H15 1.199 4.645 -2.739
H16 0.333 3.605 -0.648
C21 0.632 0.946 -3.751
C22 1.646 0.230 -4.245
C23 2.390 0.677 -5.439
O9 3.317 0.021 -5.893
C24 1.970 1.947 -6.064
C25 0.956 2.664 -5.570
C26 0.212 2.216 -4.376
O10 -0.715 2.872 -3.922
H17 0.075 0.632 -2.876
H18 1.966 -0.703 -3.797
H19 2.527 2.262 -6.939
H20 0.636 3.597 -6.018

***

(11)
Computed, not measured: a structure of composition C20H47NO4P3Yb in a non-equilibrium geometry, with the ωB97M-V functional and the def2-TZVPD basis.

Values from the calculation:
HOMO level (spin up / spin down) = -14.1 / -14.1 eV
gap between HOMO and LUMO (spin up / spin down) = 7.788 / 7.510 eV
spin multiplicity = 2
total charge = +2
lowest unoccupied orbital energy (spin up / spin down) = -0.230 / -0.241 Ha
expectation value of S² = 0.751

Cartesian coordinates (Å):
Yb1 0.451 0.348 -0.965
P1 -0.442 2.733 0.016
P2 -0.637 -2.013 -1.802
N1 -1.198 0.977 -2.398
C1 -1.114 3.336 -1.584
H1 -1.746 4.214 -1.391
H2 -0.264 3.644 -2.215
C2 -1.917 2.238 -2.315
H3 -2.912 2.140 -1.827
H4 -2.136 2.580 -3.344
C3 -1.996 0.031 -3.159
H5 -2.209 0.475 -4.150
H6 -2.993 -0.159 -2.704
C4 -1.285 -1.324 -3.371
H7 -0.435 -1.191 -4.059
H8 -1.978 -2.062 -3.799
C5 -1.879 -3.175 -1.159
C6 -1.616 -3.372 0.350
H9 -2.448 -3.927 0.804
H10 -1.534 -2.417 0.888
H11 -0.684 -3.929 0.529
C7 1.015 -2.784 -2.267
C8 1.698 -3.455 -1.067
H12 2.744 -3.646 -1.341
H13 1.243 -4.429 -0.829
H14 1.736 -2.848 -0.150
C9 1.270 3.512 0.134
C10 2.008 3.157 1.432
H15 3.049 3.499 1.337
H16 2.062 2.079 1.643
H17 1.575 3.649 2.314
C11 -1.624 3.239 1.311
C12 -1.383 2.363 2.558
H18 -2.187 2.516 3.293
H19 -0.425 2.601 3.046
H20 -1.385 1.293 2.298
C13 -1.676 0.040 0.097
O1 -2.824 -0.010 0.308
C14 1.014 -3.683 -3.502
H21 0.493 -4.638 -3.342
H22 0.599 -3.188 -4.387
H23 2.066 -3.909 -3.722
C15 1.344 5.006 -0.172
H24 2.411 5.264 -0.210
H25 0.913 5.255 -1.148
H26 0.878 5.628 0.604
C16 -1.613 4.740 1.591
H27 -2.459 4.972 2.253
H28 -0.688 5.056 2.095
H29 -1.750 5.317 0.667
C17 -1.962 -4.480 -1.948
H30 -1.072 -5.108 -1.798
H31 -2.838 -5.038 -1.587
H32 -2.114 -4.295 -3.019
H33 -2.841 -2.637 -1.268
H34 -2.617 2.968 0.903
H35 1.619 -1.886 -2.530
H36 1.801 2.991 -0.692
H37 1.653 1.149 -2.594
H38 2.297 0.897 -2.212
C18 3.604 -2.538 2.289
O2 3.009 -1.608 1.396
P3 1.757 -0.507 1.633
O3 0.480 -1.511 2.037
C19 0.038 -2.066 3.296
O4 2.162 0.150 3.062
C20 1.352 0.616 4.159
H39 4.674 -2.638 2.075
H40 3.177 -3.537 2.110
H41 3.494 -2.240 3.332
H42 -0.849 -1.495 3.638
H43 -0.236 -3.112 3.091
H44 0.820 -2.037 4.068
H45 1.632 0.033 5.053
H46 1.562 1.686 4.321
H47 0.263 0.500 3.993

***

(12)
Computed, not measured: a cluster of 2 separate species, C5H12N3 in total in a non-equilibrium geometry, with the ωB97M-V functional and the def2-TZVPD basis.

Values from the calculation:
HOMO level = -13.6 eV
gap between HOMO and LUMO = 10.031 eV
spin multiplicity = 1
total charge = +1
lowest unoccupied orbital energy = -0.130 Ha

Cartesian coordinates (Å):
C1 -3.065 1.269 0.394
C2 -2.161 0.469 -0.348
C3 -0.672 -1.369 0.195
C4 1.558 -2.171 -0.055
C5 2.464 1.804 0.347
N1 0.601 -1.125 -0.021
N2 -1.568 -0.500 0.025
N3 1.908 1.204 -0.604
H1 -2.839 2.381 0.265
H2 -3.930 0.948 -0.138
H3 -2.153 0.625 -1.444
H4 -1.072 -2.319 0.537
H5 2.516 -2.076 0.618
H6 1.882 -2.334 -1.147
H7 1.124 -3.060 0.215
H8 1.886 1.740 1.365
H9 -3.074 0.912 1.452
H10 3.354 2.447 0.275
H11 0.908 -0.251 -0.317
H12 2.333 1.405 -1.611

***

Q: Among the records above, which one has the highest total charge?
A: C20H47NO4P3Yb